Record 1
117
Properties=species:S:1:pos:R:3:forces:R:3:lowdin_spin:R:1 method="wB97M-V/def2-TZVPD" homo_lumo_gap_ev="3.840 / 7.408" multiplicity=6 largest_force_ha_per_bohr=0.0625 charge=-1 energy_ha=-5826.70495 lumo_energy_ev="1.884 / 1.883"
Fe -1.557 0.436 -0.890 0.5 -0.1 -0.9 3.74
C 0.725 -1.382 3.954 0.3 -1.1 0.6 0.00
C 0.442 -0.127 3.146 0.3 1.0 0.2 0.00
C 0.890 1.111 3.959 0.7 1.7 0.5 0.00
C -1.080 -0.050 3.014 -1.3 -1.3 1.3 0.01
C -1.678 0.067 4.310 -0.7 0.4 -0.7 0.00
C -3.050 0.113 4.518 0.6 0.6 -0.5 0.00
C -3.907 -0.068 3.420 0.2 -0.1 1.0 0.00
C -3.386 -0.478 2.224 1.1 -0.6 -1.5 0.00
C -4.364 -1.077 1.198 -0.9 0.8 0.4 0.00
C -5.401 -0.018 0.691 1.2 0.4 1.4 0.00
C -5.173 -2.245 1.815 -0.9 0.6 2.5 0.00
C -1.947 -0.460 1.987 0.0 -0.6 0.8 0.00
N -1.450 -0.858 0.719 -0.6 -0.8 -1.0 0.03
C -1.254 -2.105 0.211 0.2 2.7 1.5 0.01
C -1.500 -2.345 -1.102 0.4 -1.8 -2.6 0.01
C -1.134 -3.557 -1.825 -0.7 1.8 -1.3 0.00
C -1.557 -3.336 -3.160 0.7 0.0 1.9 0.01
C -2.187 -2.063 -3.193 -1.0 0.6 2.2 0.01
N -2.122 -1.450 -1.953 0.0 -0.9 -1.3 0.03
C -3.238 -1.561 -4.189 0.1 0.0 0.1 0.00
C -4.509 -1.111 -3.359 1.0 -0.3 -1.0 0.00
C -3.640 -2.723 -5.147 -0.6 0.9 1.0 0.00
C -2.642 -0.449 -5.035 0.9 2.0 0.9 0.00
H 0.405 -2.148 3.252 0.1 -0.8 0.3 0.00
H 0.121 -1.477 4.898 0.6 0.2 -1.0 0.00
H 1.800 -1.534 4.214 -0.7 0.3 -0.3 0.00
H 0.552 -0.226 1.050 -0.1 0.0 -0.5 0.00
H 0.062 1.817 4.296 0.9 -1.2 -0.4 0.00
H 1.510 1.755 3.280 -0.3 -0.6 0.8 0.00
H 1.491 0.815 4.876 -0.6 0.4 -1.2 0.00
H -1.043 0.115 5.184 0.0 0.3 -0.1 0.00
H -3.390 0.385 5.514 -0.2 -0.3 -0.2 0.00
H -4.989 -0.012 3.536 0.2 -0.1 0.1 0.00
H -3.905 -1.465 0.308 0.8 -0.1 -0.2 0.00
H -5.987 0.311 1.558 -0.2 -0.1 -0.2 0.00
H -6.022 -0.487 -0.024 -0.9 -0.4 -0.8 0.00
H -4.966 0.893 0.262 0.2 -0.4 0.0 0.00
H -6.070 -1.806 2.451 1.7 -0.8 -1.1 0.00
H -4.603 -2.915 2.539 -0.5 0.9 -1.1 0.00
H -5.639 -2.856 1.063 -0.1 -0.3 -0.5 0.00
H -0.674 -2.870 0.687 -0.3 -0.6 1.1 0.00
H -0.617 -4.424 -1.458 0.1 -0.1 0.2 0.00
H -1.335 -3.997 -3.978 -0.4 -0.1 -0.2 0.00
H -4.752 -1.946 -2.701 -0.1 0.3 0.3 0.00
H -5.343 -0.994 -4.067 0.2 0.3 0.2 0.00
H -4.292 -0.181 -2.802 -0.3 -0.5 -0.2 0.00
H -3.854 -3.582 -4.519 -0.4 -0.3 -0.2 0.00
H -2.814 -2.982 -5.770 0.6 -0.2 -0.6 0.00
H -4.509 -2.426 -5.774 0.5 -0.3 0.4 0.00
H -2.190 0.418 -4.421 -0.9 -1.4 -0.7 0.00
H -3.387 0.003 -5.691 0.0 -0.2 -0.2 0.00
H -1.783 -0.832 -5.599 -0.3 0.0 -0.2 0.00
F -2.798 5.067 2.249 0.7 -0.6 -0.3 0.00
C -2.224 3.835 2.174 -0.9 0.9 0.9 0.00
F -1.392 3.704 3.208 -0.2 -0.1 -0.1 0.00
F -3.218 2.965 2.284 0.0 -0.3 0.0 0.00
S -1.296 3.563 0.644 1.2 -0.5 -0.1 0.00
O -1.057 2.125 0.660 -0.1 0.4 -0.2 0.02
O -0.151 4.421 0.766 -0.6 -0.2 -0.2 0.00
N -2.287 4.017 -0.452 0.1 0.9 0.6 0.00
S -3.052 3.255 -1.544 1.2 -0.8 -2.0 0.01
O -2.604 3.609 -2.878 -1.0 -0.4 1.4 0.00
O -3.120 1.795 -1.256 -1.2 1.7 -0.2 0.03
C -4.714 4.170 -1.378 -1.0 -1.7 -0.7 0.00
F -4.533 5.453 -1.166 0.0 -0.1 -0.4 0.00
F -5.446 3.673 -0.352 0.5 0.2 -0.9 0.00
F -5.404 3.969 -2.568 0.9 0.4 1.9 0.00
N 1.166 -0.177 1.846 0.2 -0.6 0.2 0.04
P 2.831 -0.309 1.597 0.6 0.4 1.2 0.13
C 3.260 -1.609 0.363 0.3 -0.1 1.1 0.01
C 4.465 -1.480 -0.364 0.2 1.4 -0.5 0.01
C 4.874 -2.488 -1.238 0.4 0.0 0.0 0.00
C 4.223 -3.720 -1.202 -0.4 0.5 1.1 0.01
C 3.128 -3.905 -0.326 0.2 -0.2 -1.0 0.00
C 2.620 -2.862 0.436 -0.4 0.2 -0.7 0.01
C 3.357 1.282 0.960 0.3 1.0 -0.8 0.01
C 4.754 1.536 0.825 -0.8 -0.1 -0.6 0.01
C 5.208 2.673 0.156 0.2 -0.2 0.7 0.00
C 4.277 3.651 -0.251 1.0 0.6 0.2 0.00
C 2.959 3.505 0.086 -0.7 -1.3 0.0 0.00
C 2.449 2.281 0.591 0.9 0.1 -0.2 0.00
C 3.919 -0.517 2.979 -1.6 1.0 -1.9 0.15
C 4.386 -1.789 3.325 0.2 -0.3 0.8 0.12
C 5.162 -1.983 4.442 -0.3 -0.5 -0.2 0.04
C 5.518 -0.895 5.271 -0.6 1.5 -1.0 0.24
C 5.101 0.423 4.869 -1.3 -0.3 -0.6 0.02
C 4.246 0.627 3.761 1.5 0.7 1.5 0.14
H 5.091 -0.518 -0.318 -1.3 -1.6 -0.1 0.00
H 5.724 -2.338 -1.949 -0.7 -0.1 0.9 0.00
H 4.655 -4.516 -1.770 -0.2 -0.5 -0.4 0.00
H 2.562 -4.840 -0.328 0.5 0.1 0.0 0.00
H 1.662 -3.070 0.964 1.0 0.6 -0.1 0.00
H 5.418 0.743 1.172 0.1 0.6 0.1 0.00
H 6.300 2.819 0.113 -0.7 0.0 -0.4 0.00
H 4.584 4.591 -0.770 -0.1 -0.9 0.6 0.00
H 2.276 4.303 -0.081 -0.5 0.4 -0.3 0.00
H 1.374 2.101 0.629 0.3 0.2 0.2 0.00
H 4.020 -2.545 2.665 0.3 -1.0 0.1 0.01
H 5.447 -3.010 4.686 0.1 0.3 0.0 0.00
H 6.073 -0.980 6.172 0.4 -0.3 0.5 0.02
H 5.316 1.290 5.501 0.2 -0.3 -0.2 0.00
H 3.928 1.654 3.452 0.3 -1.1 0.5 0.01
I 5.088 0.326 -6.629 -0.1 0.4 0.4 0.00
C 3.703 1.005 -5.161 0.1 -1.0 0.5 0.00
C 3.881 0.506 -3.821 0.7 0.8 -1.4 0.00
C 2.823 0.493 -2.965 -1.0 0.8 -1.9 0.00
C 1.605 1.036 -3.461 0.0 -0.7 2.3 0.00
C 1.455 1.596 -4.704 -1.3 0.5 0.1 0.00
C 2.508 1.548 -5.618 0.2 -0.6 0.4 0.00
C 0.443 0.879 -2.502 -1.8 -0.6 0.4 0.00
O 0.663 0.433 -1.305 -0.7 0.7 -1.4 0.04
O -0.759 1.077 -2.909 2.1 0.2 1.0 0.03
H 4.850 0.176 -3.447 -0.1 -0.2 -0.5 0.00
H 2.897 -0.003 -2.031 -0.2 0.0 0.8 0.00
H 0.431 2.012 -4.919 1.3 -0.5 -0.1 0.00
H 2.319 1.755 -6.666 0.3 0.2 0.2 0.00

Record 2
112
Properties=species:S:1:pos:R:3:forces:R:3:mulliken_charge:R:1 method="wB97M-V/def2-TZVPD" de_lowest_ev=7.441 homo_lumo_gap_ev=7.691 multiplicity=1 largest_force_ha_per_bohr=0.0610 charge=0 smiles="O=C1C=CC(=O)C=C1.O=C1C=CC(=O)C=C1.O=C1C=CC(=O)C=C1.O=C1C=CC(=O)C=C1.O=C1C=CC(=O)C=C1.O=C1C=CC(=O)C=C1.CC(C)=O.CC(C)=O.CC(C)=O.CC(C)=O" energy_ha=-3061.41569 lumo_energy_ev=-1.759
C 12.795 15.028 17.842 1.6 1.9 -1.1 -1.26
C 12.986 16.359 17.034 -1.6 -1.1 -0.6 1.00
O 12.017 16.907 16.540 0.3 -0.1 0.6 -0.53
C 14.326 16.985 16.904 0.8 -0.3 1.0 -1.01
H 13.092 14.167 17.257 0.3 -0.1 -0.2 0.04
H 11.788 14.922 18.119 -1.3 0.0 0.5 0.40
H 13.458 15.171 18.681 0.1 -0.5 0.6 0.53
H 14.342 17.707 17.731 0.3 0.1 -0.1 0.38
H 14.514 17.519 15.985 -0.4 0.2 -0.3 0.17
H 15.148 16.285 17.080 -0.1 0.0 0.0 0.30
C 9.371 14.661 15.426 1.0 0.1 -0.6 -0.31
C 9.132 13.611 14.362 -1.8 -0.6 -0.2 0.71
O 9.271 13.713 13.165 0.9 1.3 -0.3 -0.30
C 8.544 12.307 14.823 1.4 -1.1 -0.7 -1.15
H 8.504 14.599 16.100 0.6 0.3 0.1 0.58
H 9.552 15.673 15.008 -0.6 -0.6 0.2 -0.19
H 10.339 14.397 15.919 -0.9 0.0 0.1 -0.14
H 8.411 11.599 13.990 -0.5 0.8 0.0 0.21
H 7.698 12.321 15.467 -0.6 0.3 0.6 0.45
H 9.376 11.826 15.314 0.2 -0.2 1.0 0.17
C 11.975 14.845 11.758 -0.2 -1.2 0.2 0.55
C 12.410 15.213 13.198 -0.7 -0.8 -2.2 0.44
O 12.997 14.387 13.867 -0.2 0.5 0.5 -0.97
C 12.052 16.591 13.648 -0.1 -0.3 0.3 0.82
H 12.659 14.085 11.337 -0.4 0.0 0.6 0.16
H 12.005 15.632 11.015 -0.3 0.7 0.2 -0.09
H 10.912 14.422 11.782 1.5 0.6 0.2 -0.49
H 11.509 17.148 12.878 0.4 -0.1 0.1 -0.15
H 13.032 17.024 13.900 -0.5 0.4 0.2 0.07
H 11.398 16.496 14.527 0.6 0.3 -0.2 -0.75
C 12.307 20.028 9.333 0.8 -0.6 -0.5 -1.16
C 12.380 18.555 9.706 -2.2 -0.6 -0.5 0.75
O 11.410 17.803 9.512 2.2 1.4 0.5 -0.50
C 13.662 18.163 10.323 2.0 0.0 1.7 -0.29
H 11.535 20.116 8.603 -0.5 0.3 -0.6 0.40
H 13.279 20.394 8.948 -0.5 -0.3 0.0 0.40
H 12.079 20.660 10.169 -0.2 0.1 0.7 0.08
H 13.921 18.983 11.102 -0.2 -1.2 -1.3 -0.01
H 14.508 18.151 9.567 -1.0 0.1 0.8 0.39
H 13.676 17.190 10.882 -0.3 0.8 -0.8 -0.05
C 17.129 18.654 11.045 -0.2 1.0 -1.1 -0.26
C 17.228 17.366 11.013 0.7 -2.5 0.5 -0.45
C 17.589 16.565 12.222 -0.9 0.5 1.2 0.36
O 17.732 15.374 12.173 0.3 -1.0 -0.5 -0.54
C 17.702 17.240 13.566 -0.2 1.7 -1.7 -0.41
C 17.570 18.590 13.570 0.1 -1.1 0.3 -0.53
C 17.155 19.336 12.325 0.8 0.1 0.3 0.55
O 16.867 20.502 12.307 -0.3 1.2 0.9 -0.61
H 17.000 19.228 10.114 -0.2 0.0 0.8 0.40
H 17.135 16.770 10.136 0.0 -0.3 -0.7 0.48
H 17.914 16.566 14.382 0.2 0.2 0.3 0.57
H 17.756 19.175 14.465 -0.3 0.1 -0.1 0.42
C 10.065 13.518 9.260 1.1 0.6 -0.6 -0.48
C 9.242 13.014 10.191 1.0 -0.5 -0.5 -0.26
C 9.611 11.777 10.995 0.3 2.1 -0.9 0.63
O 8.762 11.235 11.636 -0.7 -1.0 0.6 -0.60
C 11.007 11.351 10.915 0.3 -1.2 0.1 -0.28
C 11.839 11.876 10.013 0.2 -0.4 1.0 -0.48
C 11.526 13.065 9.182 -2.0 -1.6 1.2 0.53
O 12.400 13.573 8.553 0.5 1.1 -1.0 -0.58
H 9.909 14.320 8.507 -0.5 -0.4 0.9 0.37
H 8.266 13.370 10.441 -0.6 0.3 -0.3 0.44
H 11.258 10.482 11.564 0.0 0.7 -0.6 0.41
H 12.854 11.523 9.964 0.3 0.0 -0.2 0.39
C 13.358 11.094 17.956 -0.3 0.1 -0.9 -0.47
C 14.652 10.887 17.766 0.6 -0.2 0.1 -0.65
C 15.183 10.564 16.390 1.3 0.0 1.5 0.39
O 16.349 10.305 16.193 0.8 0.1 0.5 -0.58
C 14.299 10.460 15.285 -1.9 0.1 -2.5 0.05
C 12.985 10.683 15.437 -0.5 -0.7 -0.2 -0.10
C 12.415 11.091 16.775 -1.0 0.1 0.3 0.32
O 11.228 11.393 16.899 1.6 -0.4 -0.2 -0.57
H 13.004 11.275 18.954 -0.5 0.1 0.1 0.48
H 15.317 10.901 18.651 -0.1 -0.1 -1.0 0.40
H 14.759 10.197 14.283 -0.6 0.2 1.5 0.37
H 12.245 10.437 14.636 0.7 0.7 0.7 0.34
C 8.764 17.002 11.314 0.4 0.0 1.3 0.20
C 8.648 17.347 10.036 -0.6 -1.0 -1.1 -0.31
C 8.218 18.713 9.526 1.3 -1.7 -0.2 0.29
O 8.205 18.908 8.325 -0.4 0.3 0.8 -0.58
C 8.056 19.703 10.573 0.5 -0.3 0.7 -0.62
C 8.258 19.388 11.857 -0.5 1.0 0.0 -0.38
C 8.526 18.029 12.341 -0.5 0.0 -0.2 0.17
O 8.499 17.792 13.535 0.3 -0.1 0.0 -0.59
H 9.072 16.078 11.842 -0.2 0.0 -1.2 0.42
H 8.774 16.635 9.208 0.2 0.3 0.5 0.25
H 7.962 20.695 10.247 -0.5 1.4 -0.2 0.52
H 8.195 20.148 12.634 0.0 -0.1 -0.2 0.63
C 16.636 13.046 14.659 -1.2 -1.3 -1.9 -0.21
C 15.790 12.921 13.609 -0.5 1.3 0.8 0.77
C 16.086 12.103 12.410 0.5 -0.4 0.2 0.47
O 15.355 12.055 11.437 0.0 0.2 0.4 -0.57
C 17.293 11.222 12.470 -0.2 1.1 1.4 -0.55
C 18.146 11.256 13.509 -1.6 0.4 -0.2 -0.55
C 17.893 12.277 14.627 0.9 -0.1 -0.9 0.10
O 18.779 12.559 15.392 0.5 -0.2 0.6 -0.62
H 16.390 13.615 15.537 0.2 0.2 0.1 0.80
H 14.827 13.469 13.590 0.7 -0.4 0.0 -0.34
H 17.293 10.575 11.644 0.6 -1.0 -0.9 0.55
H 18.961 10.547 13.580 0.2 0.3 0.2 0.42
C 11.997 22.071 12.897 -0.8 -1.8 0.7 -0.80
C 13.106 21.449 13.350 -0.9 1.0 -0.9 -0.26
C 13.112 20.265 14.233 0.0 -1.1 0.6 0.30
O 14.167 19.664 14.449 -1.5 0.7 -0.1 -0.45
C 11.754 19.784 14.726 -0.5 1.9 -1.6 -0.27
C 10.611 20.331 14.233 3.1 -0.2 0.2 -0.20
C 10.648 21.537 13.336 0.6 -1.7 1.3 0.13
O 9.556 21.953 13.079 -0.7 1.7 -1.2 -0.57
H 11.954 22.777 12.096 0.3 0.7 -0.1 0.50
H 14.049 21.776 12.969 0.7 0.0 0.0 0.49
H 11.668 19.011 15.422 0.4 -1.4 0.9 0.42
H 9.662 19.909 14.478 -0.6 0.0 0.2 0.71